1.
# C18H12N4O2PdSe4

A structure of composition C18H12N4O2PdSe4 (ωB97M-V/def2-TZVPD, OMol25).

Summary:
HOMO-LUMO gap (alpha / beta): 6.89 / 4.75 eV
Spin multiplicity: 5
Highest occupied orbital energy (alpha / beta): -7.392 / -7.383 eV
Charge: 0
<S²>: 6.03

Each line ends with the Mulliken charge.
Positions of all 41 atoms, in Å:
Pd 0.40073 0.02931 -0.51559  0.641
O -1.70078 -0.90447 -3.83036  -0.720
C -0.88626 -0.63162 -2.96700  -0.102
N -1.09187 -0.02792 -1.78160  -0.222
C -2.26097 0.61390 -1.34581  0.121
C -3.33634 0.96719 -2.15768  -0.542
C -4.38536 1.69117 -1.62017  -0.554
C -4.36503 2.05263 -0.28009  -0.737
C -3.30146 1.68711 0.52809  -0.202
C -2.23939 0.95466 0.00556  0.327
N -1.09070 0.55819 0.77834  -0.420
C -1.36145 0.11649 2.05011  0.340
O -2.47373 -0.21406 2.43016  -0.641
C -0.27809 0.08475 3.11824  0.438
C -0.60548 -0.55689 4.31269  -0.471
C 0.27824 -0.50443 5.37385  -0.349
C 1.46665 0.19517 5.22200  -0.612
C 1.72009 0.78475 3.99902  -0.162
N 0.86853 0.73700 2.97358  -0.434
C 0.58123 -0.91149 -3.18598  0.645
C 1.01245 -1.54505 -4.33095  -0.446
C 2.37154 -1.65071 -4.56796  -0.280
C 3.25699 -1.11130 -3.64833  -0.754
C 2.75118 -0.52355 -2.50360  -0.033
N 1.44259 -0.43174 -2.27146  -0.077
H -3.32958 0.68142 -3.20007  0.421
H -5.21150 1.99312 -2.25209  0.379
H -5.18467 2.62221 0.14150  0.371
H -3.28628 1.98022 1.56701  0.427
H -1.55536 -1.06701 4.37354  0.451
H 0.04225 -0.99728 6.30899  0.419
H 2.17735 0.28344 6.03382  0.381
H 2.64909 1.31690 3.81531  0.482
H 0.26742 -1.94373 -5.00656  0.456
H 2.73967 -2.12526 -5.46959  0.424
H 4.32675 -1.14191 -3.80119  0.396
H 3.41117 -0.11937 -1.75048  0.400
Se 2.38294 0.17338 0.78533  0.258
Se 5.70882 -0.05264 1.87862  -0.001
Se 6.19202 -1.06069 0.03210  -0.023
Se 1.89658 -2.00191 0.75870  0.006

2.
# C18H12N4O6PdS4

A structure of composition C18H12N4O6PdS4 (ωB97M-V/def2-TZVPD, OMol25).

Summary:
Energy relative to the best compared isomer or geometry (same formula, charge and spin): 0.000 eV
HOMO-LUMO gap: 6.82 eV
Highest occupied orbital energy: -2.124 eV
Charge: -2

Each line ends with the Mulliken charge.
Positions of all 45 atoms, in Å:
Pd -0.82099 -0.25639 -0.70116  0.256
S 0.66873 0.83416 -1.99554  -0.402
C 0.43361 2.51200 -1.60470  0.492
C 1.33107 3.48416 -2.03574  -0.984
C 1.12857 4.83117 -1.75137  0.558
C 2.07434 5.80248 -2.22113  -0.027
N 2.84415 6.57022 -2.60072  -0.602
C -0.00021 5.21891 -1.01000  0.501
C -0.89854 4.24876 -0.57593  -1.067
C -0.70367 2.90297 -0.86932  0.954
S -1.86462 1.69792 -0.40900  -0.505
C -0.24252 6.59781 -0.69776  -0.044
N -0.44649 7.70055 -0.43621  -0.606
H 2.20524 3.18729 -2.60167  0.469
H -1.76400 4.54846 0.00143  0.468
O -0.97157 -1.45480 1.49580  -0.206
S 0.04879 -0.94488 2.41422  1.391
O 0.11625 -1.69125 3.66003  -0.715
O 0.02686 0.49747 2.58765  -0.778
C 1.67215 -1.24541 1.65973  0.182
C 2.67989 -0.53384 2.31251  -0.910
C 4.00341 -0.62972 1.92980  -0.566
C 4.34904 -1.45022 0.86617  -0.529
C 3.36332 -2.16085 0.20745  -0.560
C 2.02394 -2.07392 0.58999  0.115
S 0.90970 -3.08688 -0.40792  1.618
O 1.77776 -3.80431 -1.32487  -0.804
O 0.14303 -3.93376 0.47077  -0.680
O 0.08154 -2.11913 -1.18850  -0.678
H 2.38996 0.11699 3.12601  0.423
H 4.75902 -0.05483 2.45300  0.350
H 5.38029 -1.53308 0.54286  0.346
H 3.60526 -2.80231 -0.62724  0.478
C -2.63916 -3.40439 -1.65194  -1.032
C -3.16396 -2.61057 -0.50883  0.754
N -3.06387 -1.31272 -0.35072  -0.373
C -3.67396 -1.01984 0.84814  -0.237
C -4.16503 -2.15139 1.41125  -0.667
N -3.83537 -3.16327 0.53109  -0.038
H -1.60343 -3.12265 -1.83647  0.088
H -3.22567 -3.21122 -2.55265  0.304
H -2.67387 -4.47173 -1.43036  0.298
H -3.66363 -0.01875 1.24519  0.374
H -4.64619 -2.34118 2.35346  0.381
H -3.94916 -4.14800 0.68320  0.209

3.
# C18H12N4O6PdS4

A structure of composition C18H12N4O6PdS4 (ωB97M-V/def2-TZVPD, OMol25).

Summary:
Energy relative to the best compared isomer or geometry (same formula, charge and spin): 0.000 eV
HOMO-LUMO gap (alpha / beta): 6.67 / 6.50 eV
Spin multiplicity: 3
Highest occupied orbital energy (alpha / beta): -2.216 / -2.198 eV
Charge: -2
<S²>: 2.01

Each line ends with the Mulliken charge.
Positions of all 45 atoms, in Å:
Pd 0.56768 -0.83289 -0.66470  0.945
S -1.25028 -2.01862 0.41857  -0.405
C -0.42801 -2.51308 1.86768  0.390
C -1.17076 -2.81466 3.01204  -0.915
C -0.57737 -3.24234 4.19300  0.631
C -1.39644 -3.52682 5.33365  -0.065
N -2.06958 -3.74585 6.24227  -0.612
C 0.81934 -3.37881 4.24722  0.593
C 1.57057 -3.08409 3.11526  -0.920
C 0.98505 -2.66303 1.91941  0.298
S 2.00024 -2.38404 0.53169  -0.388
C 1.47811 -3.80646 5.44489  -0.050
N 2.02427 -4.14681 6.40027  -0.609
H -2.24717 -2.70820 2.97175  0.467
H 2.64739 -3.18695 3.15669  0.475
O 1.22030 2.86794 -1.27258  -0.705
S 1.54769 1.92164 -2.33705  1.353
O 2.45879 2.44180 -3.32903  -0.730
O 1.92105 0.60230 -1.81763  -0.720
C -0.04086 1.70573 -3.18577  0.227
C -0.83239 2.85520 -3.17565  -0.844
C -2.08216 2.88470 -3.76732  -0.533
C -2.56703 1.74093 -4.38379  -0.514
C -1.78527 0.60029 -4.41445  -0.532
C -0.51749 0.55942 -3.83341  -0.028
S 0.34724 -1.03112 -4.02818  1.383
O 1.69241 -0.71908 -4.43586  -0.652
O -0.44713 -1.73688 -5.01872  -0.768
O 0.22416 -1.67939 -2.70585  -0.724
H -0.44242 3.72978 -2.67241  0.474
H -2.67271 3.79331 -3.73872  0.364
H -3.54842 1.73444 -4.84406  0.356
H -2.13375 -0.29803 -4.90395  0.504
C -1.32684 1.85532 0.50812  -1.148
C 0.01539 1.68515 1.11800  0.442
N 0.78815 0.63364 0.99512  0.433
C 1.97084 0.91824 1.63526  -0.546
C 1.90239 2.16310 2.16888  -0.615
N 0.64378 2.63297 1.84914  -0.022
H -1.79561 0.87673 0.40480  0.177
H -1.22081 2.30766 -0.47943  0.057
H -1.96350 2.49133 1.12651  0.439
H 2.77052 0.19770 1.65002  0.429
H 2.60956 2.74623 2.73031  0.405
H 0.31107 3.57162 1.96802  0.206

4.
# C18H12N5OReS2

A structure of composition C18H12N5OReS2 in a non-equilibrium geometry (ωB97M-V/def2-TZVPD, OMol25).

Summary:
HOMO-LUMO gap (alpha / beta): 6.19 / 6.01 eV
Spin multiplicity: 4
Highest occupied orbital energy (alpha / beta): -11.612 / -11.876 eV
Charge: +1
<S²>: 3.81

Each line ends with the Mulliken charge.
Positions of all 39 atoms, in Å:
Re -0.42207 -0.05154 -0.03171  0.415
S -0.56221 -2.39022 -0.10416  -0.215
C 1.08237 -2.40490 -0.69477  0.578
S 1.67720 -0.75216 -0.76075  -0.216
C 1.79376 -3.50606 -1.02621  0.594
C 1.20935 -4.79894 -0.92108  -0.102
N 0.71216 -5.82970 -0.83678  -0.334
C 3.14189 -3.40971 -1.46910  -0.108
N 4.23210 -3.30881 -1.81271  -0.336
N -0.94671 1.75768 -0.58516  -0.439
C -1.52136 2.69702 -0.98970  0.676
N -2.15334 3.71398 -1.43139  -0.047
C -2.98438 3.64026 -2.64371  -0.574
C -2.38812 4.57438 -3.70016  -0.497
O -2.25298 5.87827 -3.18784  -0.353
C -1.37991 5.92249 -2.08315  -0.492
C -1.93823 5.08028 -0.93324  -0.576
H -3.98872 3.97701 -2.37922  0.267
H -3.02717 2.61507 -3.00710  0.420
H -3.05586 4.63356 -4.55821  0.354
H -1.41276 4.18712 -4.02674  0.336
H -1.30371 6.96493 -1.77925  0.356
H -0.38376 5.55383 -2.36470  0.333
H -2.90944 5.47813 -0.63252  0.267
H -1.26242 5.06879 -0.08043  0.442
N -0.48575 0.09606 9.90436  -0.425
C -0.43955 0.08878 8.75775  -0.077
C -0.38562 0.10049 7.33378  0.614
C 0.85018 0.07322 6.68203  -0.546
C 0.90302 0.10220 5.30537  -0.608
C -0.28388 0.16000 4.56110  0.392
C -1.52272 0.17670 5.22261  -0.537
C -1.57304 0.14803 6.59742  -0.583
C -0.26768 0.18799 3.15265  -0.428
C -0.30210 0.21225 1.92793  0.641
H 1.75724 0.02692 7.26754  0.466
H 1.85332 0.07625 4.79229  0.449
H -2.42959 0.20933 4.63618  0.431
H -2.52162 0.15909 7.11459  0.463

5.
# C18H12NO8P

A cluster of 2 separate species, C18H12NO8P in total in a non-equilibrium geometry (ωB97M-V/def2-TZVPD, OMol25).

Summary:
SMILES: N#COc1ccc2c(c1)C(=O)c1cccc(P(O)O)c1C2=O.O=C1OCCO1
HOMO-LUMO gap: 6.97 eV
Highest occupied orbital energy: -8.688 eV
Charge: 0

Each line ends with the Mulliken charge.
Positions of all 40 atoms, in Å:
N 7.65590 1.68334 1.39682  -0.410
C 7.30176 2.82302 0.83847  0.452
O 6.51838 3.92543 0.26058  -0.296
C 5.06931 3.70426 0.36189  0.539
C 4.08878 4.94120 -0.16660  -0.405
C 2.41962 4.83564 -0.16822  -0.448
C 1.72522 3.45521 0.38363  0.206
C 2.66908 2.23604 0.95190  0.264
C 4.31207 2.36634 0.92826  -0.565
C 1.92183 0.86682 1.55128  0.075
O 2.36040 0.23736 2.65356  -0.507
C 0.59997 0.36611 0.66056  0.374
C 0.33818 -1.23311 0.40675  -0.599
C -0.95433 -1.65708 -0.51705  -0.081
C -1.90353 -0.46225 -1.12876  -0.467
C -1.63689 1.16317 -0.84868  0.095
P -2.83434 2.44601 -1.60701  0.311
O -4.20590 1.48442 -2.19915  -0.522
O -3.56171 3.40674 -0.31218  -0.482
C -0.34692 1.59336 0.06934  0.204
C 0.07774 3.17296 0.41780  0.311
O -0.79501 4.13459 0.72874  -0.488
H 4.62460 5.92326 -0.58008  0.278
H 1.77691 5.74499 -0.55847  0.341
H 4.92548 1.44937 1.31807  0.258
H 1.07116 -2.00905 0.88727  0.323
H -1.10499 -2.81800 -0.71514  0.282
H -2.80095 -0.78564 -1.81239  0.299
H -4.99548 2.10701 -2.01500  0.316
H -3.36158 2.85325 0.51861  0.346
O -3.20660 -3.23849 0.68843  -0.501
C -3.15677 -4.39374 0.30035  0.653
O -4.21818 -5.25213 0.29348  -0.310
C -3.81426 -6.39960 -0.42979  -0.340
C -2.32504 -6.37514 -0.30893  -0.328
O -2.03136 -4.99675 -0.18286  -0.297
H -4.25227 -7.30384 0.00164  0.302
H -4.15141 -6.30052 -1.46690  0.259
H -1.96961 -6.89588 0.58650  0.269
H -1.82930 -6.79871 -1.18671  0.290

| no. | M (g/mol) |
| --- | --- |
| 1 | 738.58 |
| 2 | 615.00 |
| 3 | 615.00 |
| 4 | 564.67 |
| 5 | 401.27 |